The following is a DFT calculation (ωB97M-V/def2-TZVPD) of the molecule C4H12N2.

Atoms and positions in Å:
H 1.2530 -1.4276 -0.5582
H -1.2135 2.0560 -0.8163
H 2.3777 -1.0907 1.5696
C -0.6660 -0.6203 0.0444
H -1.0791 -1.6247 0.1369
C 0.8533 -0.6512 0.0989
H 2.3857 0.6724 -0.1486
H -1.0336 0.0071 0.8605
H 0.9195 1.3696 0.2020
H -0.4092 -0.1048 -1.8568
N -1.1925 -0.0561 -1.2215
H 1.0836 -0.1630 2.1672
C -1.8593 1.2196 -1.1483
H -2.2778 1.4541 -2.1241
H -2.6355 1.1731 -0.3796
H 0.7962 -1.8492 1.9924
N 1.3911 0.6481 -0.3307
C 1.3064 -1.0125 1.5121

The SMILES is CNC[C@H](C)N. As for the total energy: -7322.3329 eV. Its charge is 0. The calculation puts the HOMO energy at -0.30618 hartree.

***

The following is a DFT calculation (ωB97M-V/def2-TZVPD) of the molecule C3H3N3.

Atoms and positions in Å:
H 0.4714 -0.5733 0.8471
C 0.0549 0.0398 0.0492
N -3.6118 0.9529 -0.0497
N -2.4035 0.6808 -0.0172
H 0.2122 -0.4589 -0.9084
C -1.3427 0.2885 0.2939
N -4.3813 -0.1151 -0.0392
C -4.8739 -1.1698 0.0175
H 0.5816 0.9936 0.0387

As for the total energy: -7624.4585 eV. Its charge is 0. The calculation puts the HOMO energy at -0.32097 hartree.

***

The following is a DFT calculation (ωB97M-V/def2-TZVPD) of the molecule C2H3NOS2.

Atoms and positions in Å:
S -2.2222 -1.3999 -0.0701
H -0.7916 -0.7489 1.7425
O 0.2924 -0.6166 -1.3494
S 1.8067 1.5996 -0.7308
H 0.7137 1.1318 1.4307
H 0.0207 0.0621 -1.8983
C 0.9095 0.8623 0.3533
N 0.1214 -0.1610 -0.0436
C -0.8506 -0.7295 0.5658

The SMILES is ON(C=S)C=S. As for the total energy: -27327.5191 eV. Its charge is 0. The calculation puts the HOMO energy at -0.32727 hartree.

***

The following is a DFT calculation (ωB97M-V/def2-TZVPD) of the molecule C3H4N2O2.

Atoms and positions in Å:
N 0.1034 0.4760 2.2953
H -1.4720 1.2448 -1.5166
N 1.0428 -0.2749 1.7386
O 1.9596 -0.7612 -0.3191
H -0.7790 -0.1141 -2.0284
O -0.7067 0.7081 1.2306
C -0.3640 0.0474 0.0993
H 2.8911 -0.5180 0.3054
H -2.2308 -0.6354 -1.0984
C -1.2848 0.1652 -1.1421
C 0.8405 -0.3379 0.4355

The SMILES is Cc1onnc1O. As for the total energy: -10246.8276 eV. Its charge is 0. The calculation puts the HOMO energy at -0.35624 hartree.

***

The following is a DFT calculation (ωB97M-V/def2-TZVPD) of a cluster of 3 separate species, C20H38N4O3 in total.

Atoms and positions in Å:
H -2.4613 0.2266 6.8049
C -2.3155 2.9858 -0.1674
H -0.8202 -1.3795 3.9565
H -1.2634 -1.6294 6.9784
H 1.1738 0.8155 -1.9177
N -1.6508 0.2454 4.9013
C 0.9248 -2.7393 -4.7249
H -0.6904 -2.8768 5.8824
H -0.2585 2.3226 6.5695
C 3.5565 -2.1004 -3.2407
H 4.3875 -2.3335 -2.5686
H -2.1132 2.8877 -3.4720
H 3.3867 -0.0541 -2.5701
H -0.0056 1.8983 -1.1063
H 1.8280 -2.5822 -5.3166
H 3.7734 -2.6200 -4.1880
H 0.1268 0.6524 6.9839
H -4.5250 1.6329 -2.3024
H 0.2041 2.2012 2.7437
C 3.5491 -0.6017 -3.4993
C -1.3116 -1.9825 5.9480
N -2.0771 -0.0251 -3.1837
C 0.5731 2.4597 -3.1143
C -1.3403 1.1159 3.7793
C -2.2134 3.5991 -2.6442
C 2.4622 -3.9412 -2.1004
H 1.7365 -5.3038 -3.6551
C -0.6706 1.3970 6.9687
H 0.8426 1.1021 3.9649
H 3.4267 -4.8322 -3.8517
C -2.6891 0.6637 -2.5065
H -2.5573 1.7511 5.9769
H 0.2789 -2.6415 -2.6672
H -0.9598 1.5875 8.0040
O 0.7416 1.9548 -4.1760
C -0.8691 4.2201 -2.2876
H 1.5741 -4.1525 -1.4980
C -1.8889 0.9086 6.1722
H 3.3069 -3.9562 -1.4044
H -3.9174 3.6065 -1.3053
H -2.1177 1.8816 3.7185
H 0.0948 2.6311 4.4412
H 0.2409 -0.7136 5.1854
C 1.1005 -2.2595 -3.2784
H 0.6613 -3.7948 -4.7839
H 2.7797 -0.3052 -4.2127
C -0.8134 -0.9404 4.9582
H 2.9683 -5.9810 -2.6002
H -2.3428 -2.2627 5.7287
C 0.0321 1.7976 3.7422
H 0.1203 -2.1733 -5.1973
C 0.8577 1.8532 -1.7745
O -0.7734 5.1455 -1.5453
N -1.7455 2.9522 0.8180
N 2.3454 -2.5816 -2.5959
H -1.4481 0.5157 2.8701
H -3.8220 1.0721 -0.7839
H -2.7849 4.4567 -3.0244
C -3.0258 2.9812 -1.4602
O 0.1970 3.8070 -3.0403
C -3.5822 1.5541 -1.7423
C 2.6558 -5.0723 -3.1186
H 1.6561 2.4266 -1.2869
H 4.5119 -0.2963 -3.9115
H 0.9794 -1.1767 -3.2721

The SMILES is CC(=O)OC(=O)C[C@H](C#N)CC#N.CCN(CC)CC.CCN(CC)CC. As for the total energy: -33457.8842 eV. Its charge is 0. The calculation puts the HOMO energy at -0.29294 hartree.

***

The following is a DFT calculation (ωB97M-V/def2-TZVPD) of the ion C10H14N3O with charge +1.

Atoms and positions in Å:
H -2.6213 -1.0573 1.7160
O 1.1698 -2.4906 0.1608
H 3.9043 -0.2335 1.7307
C 2.6716 1.0809 -1.1822
H -0.3387 -0.4995 1.8794
N 1.9397 -0.3336 1.0292
N 0.1305 -2.0053 -0.2327
H -3.8136 -0.3913 0.4580
C -2.8243 -0.2346 1.0223
H -2.5750 -1.2831 -1.5094
N -1.7010 -0.8294 -1.0614
H 0.5522 1.4446 -1.3497
C -1.6365 0.1132 0.1271
C 3.6182 0.5609 -0.3285
H -1.2422 2.0111 -0.9044
C -0.3958 -0.1339 0.8150
H 4.6439 0.7275 -0.5124
H 2.8820 1.6438 -2.0945
H -2.1637 2.0039 0.6074
C 1.3313 0.9651 -0.7776
C 0.9376 0.2778 0.3882
C -0.8102 -1.8728 -1.0379
H -2.9537 0.7845 1.5580
C -1.9713 1.5055 -0.3603
H 1.6901 -0.8116 1.8941
H -2.7917 1.6774 -0.9695
H -0.8770 -2.5784 -1.8967
C 3.2448 -0.0414 0.8309

The SMILES is CC(C)(/C=C1\C=CC=CN1)/[NH+]=C\N=O. As for the total energy: -17103.5552 eV. Its charge is +1. The calculation puts the HOMO energy (spin up / spin down) at -0.44706 / -0.44705 hartree.

***

The following is a DFT calculation (ωB97M-V/def2-TZVPD) of a structure of composition C28H23N8O3Sr.

Atoms and positions in Å:
H -2.0323 4.7361 4.2485
H -3.4738 3.8658 1.6088
H 5.2992 0.8750 -0.6537
C -1.4316 -5.9420 2.1212
N -1.6844 -1.3119 5.4426
H -1.6341 -1.3568 -0.8381
C 5.2867 2.9256 -5.5494
N -0.6802 1.8189 -0.7551
C -1.7518 -5.6699 0.7939
N -1.9422 2.9274 0.6387
C 4.1452 1.3855 -2.3525
H -2.4011 1.2804 -1.9690
O 1.6963 1.5443 -4.0006
H 5.8706 2.3344 -1.4966
C -1.8133 1.6081 5.5201
C 5.2523 2.4031 -4.2901
H -1.7170 3.5596 6.3947
H -1.6558 1.0813 6.4528
C -2.1920 2.9284 3.0984
H -1.9159 4.6453 1.8237
C 4.0827 2.9756 -6.2824
H -3.3599 -3.4804 -1.1102
C -1.8461 2.9919 5.4822
N -0.4716 -3.8666 -2.4958
H -2.5098 -2.3842 1.1063
C -1.9722 0.8847 4.3425
O 3.1458 0.9472 -1.7272
H 6.1705 2.3601 -3.7195
C -2.4466 -4.0648 -1.0140
Sr 1.0222 0.6257 -2.1731
H 1.1752 -3.0141 -3.4480
H 6.1938 0.7556 -2.1887
C -2.0256 3.6513 4.2724
H 4.0866 3.3853 -7.2860
C -2.4217 3.6823 1.8107
C -2.0114 1.7839 -1.0950
H -2.3106 0.9622 2.2297
N -1.3675 -3.2779 -1.6568
C 4.0548 1.9149 -3.7006
C 5.4585 1.3316 -1.6250
C -0.7049 2.5635 0.3490
N 0.0315 -1.6831 -2.1751
H -1.1439 -6.9435 2.4143
H -1.7041 -6.4600 0.0531
H -2.5480 -4.9534 -1.6282
N -2.8101 2.4328 -0.2848
C -1.0558 -2.0085 -1.4776
O -1.9905 -1.2914 3.2571
H 0.1363 2.8428 0.9657
C -1.4648 -4.9335 3.0676
C -2.1727 1.5395 3.1362
C 0.3379 -2.8774 -2.7806
H -1.2009 -5.1300 4.0995
C -2.1295 -4.3894 0.4176
C -2.1855 -3.3835 1.3758
C 2.8396 1.9723 -4.4575
N -1.6495 -2.6598 4.9558
H 6.2125 3.2895 -5.9712
C 2.9045 2.5179 -5.7591
H 1.9804 2.5543 -6.3204
C -1.8879 -0.5849 4.4159
C -1.8291 -2.5718 3.6980
C -1.8376 -3.6454 2.6891

As for the total energy: -48305.7316 eV. Its charge is +1. The calculation puts the HOMO energy at -0.38196 hartree.

***

The following is a DFT calculation (ωB97M-V/def2-TZVPD) of a structure of composition C28H47AsN2O4SSi3Sr.

Atoms and positions in Å:
C 2.4323 1.0314 2.1521
C -2.5331 2.6885 0.5090
C 1.4465 0.1114 3.9846
O 2.4384 0.2568 -0.0720
Sr 0.0233 0.4956 -0.2893
C 3.5557 1.1921 4.2364
H -0.8697 1.3702 -4.1098
O -1.6741 -1.1560 1.1521
H 1.7069 -2.4221 2.2478
H -3.5190 5.0579 2.7283
H -0.9424 -3.1723 -0.1152
H 2.2555 2.2492 -2.2098
C -2.6272 -0.4799 1.9638
H 5.0251 -0.9541 -2.9720
H -0.2736 -4.1355 -2.7333
H 2.4713 0.2706 5.8581
Si 2.0489 -3.2552 -3.0888
C -1.6317 -2.0611 -4.6195
H -3.0808 0.2914 1.3497
H -0.0200 -4.0148 1.1365
C -0.9998 2.8901 2.2179
C -0.3244 -3.0265 0.7736
H 4.4712 -3.1139 -2.5461
H 1.4095 -0.7873 -6.8871
Si 3.0193 0.3510 -3.6417
C -1.1279 -2.2833 1.8075
H 2.8336 0.8158 -6.0898
H -0.2329 -1.2550 -7.3197
H 4.3905 1.5142 4.8456
H 3.1685 2.7954 -3.6226
O 0.8058 -2.2671 0.3749
H 2.2780 -3.5752 1.0093
H -2.4934 -1.7575 -5.2217
H 4.3198 2.0148 2.3874
H 4.3017 -0.1602 -1.5566
C -0.7267 0.8812 -5.0733
H -1.3434 4.3156 3.7712
N -1.3893 2.2914 1.0904
H 1.6357 -4.1495 -5.3783
C 4.5265 -0.0518 -2.6156
H 1.4851 2.2995 -3.8016
H 3.6388 -4.3089 -1.5515
C -3.3183 3.6923 1.0986
C 3.5587 -3.3047 -1.9809
H 5.2237 0.7832 -2.7446
H 0.9361 -5.4218 -2.7375
C -3.1151 0.7039 -2.5731
H -2.8401 -0.0250 -3.3242
As 1.2023 -1.0690 -3.0507
H 3.1048 -3.1666 -5.3817
H -1.9324 -2.9216 2.1947
C 2.2448 1.2510 0.6686
C -2.9587 2.0182 -0.7356
H -3.3977 -1.1841 2.2931
H 0.7474 -4.3836 -1.3147
C -1.7182 3.8775 2.8571
C 1.9403 -2.5489 1.1867
H 3.5140 -2.5844 -1.1662
H 4.5048 0.7527 -5.5318
H 0.6016 -0.4251 4.4054
S -4.5348 2.4283 -1.3672
C 0.5667 -1.4037 -6.5825
H -1.6806 0.9356 -5.6064
O 1.6471 2.2891 0.3149
C 0.7322 -4.3999 -2.4047
C -2.9141 4.2830 2.2747
C 3.5258 0.2703 -5.4455
H -1.9461 -2.0844 -3.5761
H -2.1438 -0.0284 2.8361
C -2.2676 1.0731 -1.4711
C 2.5147 -3.8720 -4.7963
Si -0.1880 -0.9054 -4.9420
C 3.5279 1.4680 2.8795
H 2.7148 -1.8396 0.9110
C -4.3255 1.3267 -2.6479
H -5.0962 1.1905 -3.3912
H 3.6198 -0.7444 -5.8338
H -0.5053 -1.9620 2.6525
H -4.2351 4.0079 0.6215
H 0.8666 -2.4482 -6.6324
C 2.4940 0.5031 4.8026
H 0.0083 1.4504 -5.6484
N 1.4049 0.3537 2.6760
H 3.1130 -4.7793 -4.6543
H -0.0506 2.5529 2.6185
C 2.4161 2.0794 -3.2750
H -1.3657 -3.0803 -4.9127

As for the total energy: -137116.3706 eV. Its charge is 0. The calculation puts the HOMO energy at -0.27164 hartree.